8 unconnected molecules or ions with the total composition C20H60N12O8 at a distorted geometry. Source: OMol25; level of theory: ωB97M-V/def2-TZVPD.

**SMILES**: COC[C@H](C)N.COC[C@H](C)N.COC[C@H](C)N.COC[C@H](C)N.NC(N)=O.NC(N)=O.NC(N)=O.NC(N)=O
**Relative energy (zero: lowest compared OMol25 entry of this formula, charge and spin)**: 166.8 kcal/mol
**Total energy**: -2056.889247 a.u.
**Kohn-Sham gap**: 9.22 eV
**Maximum force**: 7.24 eV Å⁻¹
**Net charge**: 0
**E_LUMO**: 0.2 eV

Geometry as XYZ:
```
100
Properties=species:S:1:pos:R:3:forces:R:3:mulliken_charge:R:1
C 24.73939 -9.63631 -36.42198 -0.2 -0.9 0.5 -0.69
O 25.77066 -9.21454 -37.25610 1.1 1.1 1.0 -0.30
C 26.76312 -8.40867 -36.52139 0.4 -0.6 -2.7 -0.62
C 27.52807 -7.65862 -37.63394 -0.5 0.3 0.2 0.34
C 28.65906 -6.84441 -37.03513 0.8 1.0 -1.0 -1.41
N 26.68410 -6.70807 -38.40004 0.8 -0.3 0.5 -0.69
H 24.08611 -10.34371 -36.93277 -0.5 0.8 -0.7 0.27
H 24.26625 -8.76961 -35.96039 -0.5 -0.2 0.0 0.25
H 25.05485 -10.33940 -35.65111 0.7 0.3 0.7 0.29
H 26.40224 -7.64018 -35.83781 -0.7 -0.3 0.2 0.32
H 27.47331 -9.07761 -36.03533 -0.2 -0.1 0.4 0.31
H 27.93958 -8.36421 -38.35567 -0.1 -0.2 0.1 0.34
H 28.32892 -5.92214 -36.55709 -0.4 -0.3 0.7 0.33
H 29.19618 -6.37479 -37.85918 0.2 -0.3 -0.4 0.38
H 29.44500 -7.33524 -36.46113 -0.5 -0.3 0.3 0.38
H 26.38916 -6.00578 -37.73678 -0.4 0.3 -0.1 0.21
H 25.87373 -7.12888 -38.83167 0.0 -0.3 0.2 0.28
C 17.89113 -18.99414 -21.82440 -0.1 -1.1 0.8 -0.79
O 17.85136 -19.24900 -23.20994 -0.2 -0.1 -0.3 -0.29
C 16.78556 -18.56559 -23.86667 0.4 0.8 -1.3 -0.59
C 16.74054 -18.82520 -25.42813 1.3 -0.5 0.9 0.52
C 18.11287 -18.61484 -25.99171 0.9 -0.6 0.5 -1.42
N 15.89554 -17.97555 -26.21628 -1.5 1.1 0.4 -0.72
H 18.77933 -19.36619 -21.31374 0.6 -0.2 -0.9 0.29
H 17.14470 -19.63941 -21.36117 -0.7 0.5 0.3 0.32
H 17.85042 -17.96039 -21.48118 -0.6 0.3 -0.5 0.30
H 15.76422 -18.70998 -23.51438 0.0 -0.5 0.7 0.30
H 17.04333 -17.51629 -23.72304 -0.4 0.5 -0.2 0.29
H 16.50925 -19.87564 -25.60476 -0.6 0.0 0.1 0.30
H 18.48921 -17.69251 -25.54923 0.3 0.2 -0.5 0.31
H 18.09788 -18.62158 -27.08159 0.0 0.2 0.1 0.40
H 18.75834 -19.42306 -25.64783 0.2 0.1 -0.1 0.35
H 15.04514 -17.69313 -25.75028 -0.9 -0.9 0.3 0.25
H 16.25261 -17.03219 -26.26792 1.1 0.1 -0.4 0.20
C 23.15028 -3.62302 -34.09640 1.7 1.3 -2.2 -0.80
O 22.73328 -4.88177 -33.84940 -1.5 -1.3 2.1 -0.26
C 22.25734 -4.89491 -32.49475 -0.3 -0.8 -0.4 -0.76
C 21.56220 -6.21041 -32.28838 -0.7 -0.8 0.8 0.51
C 20.33293 -6.35080 -33.23292 1.2 -1.0 1.0 -1.24
N 21.22258 -6.40604 -30.85547 -0.4 1.1 -0.5 -0.67
H 22.38201 -2.85471 -34.18330 -0.4 0.0 0.3 0.32
H 23.60039 -3.72802 -35.08356 0.2 0.6 -0.2 0.24
H 23.94195 -3.31351 -33.41407 0.0 0.3 0.3 0.32
H 23.10727 -4.84534 -31.81413 0.2 0.3 0.1 0.38
H 21.56786 -4.06973 -32.31643 0.0 0.2 0.0 0.36
H 22.33895 -6.93830 -32.52278 -0.2 -0.4 -0.7 0.17
H 19.89947 -7.33886 -33.07817 0.0 -0.2 -0.1 0.37
H 20.77465 -6.34009 -34.22935 -0.7 0.4 -0.2 0.32
H 19.52438 -5.65666 -33.00378 0.4 0.4 -0.3 0.33
H 21.98543 -6.13433 -30.25187 0.0 -0.2 0.0 0.20
H 20.86594 -7.31441 -30.59516 0.2 0.0 -0.3 0.22
C 19.64556 -13.43510 -30.53274 0.5 0.4 0.7 -0.73
O 19.24831 -12.38568 -29.64754 -0.6 -0.3 1.1 -0.27
C 18.93023 -12.82565 -28.30195 1.3 -0.3 1.0 -0.74
C 18.44588 -11.66436 -27.38002 -0.1 -0.6 -1.7 0.46
C 18.03913 -12.12548 -25.98630 0.6 -0.7 0.4 -1.38
N 17.34075 -11.08504 -28.08680 -1.5 0.9 0.0 -0.74
H 18.98826 -14.30048 -30.44800 -0.2 0.0 -0.2 0.31
H 20.66435 -13.74457 -30.29950 0.1 -0.2 0.2 0.29
H 19.70972 -13.04564 -31.54876 -0.5 0.1 0.1 0.24
H 18.24955 -13.67596 -28.26008 -0.8 0.2 -0.6 0.36
H 19.77699 -13.27004 -27.77886 0.9 0.0 -0.4 0.37
H 19.24341 -10.92195 -27.35035 0.1 0.0 0.2 0.26
H 17.26924 -12.89699 -25.97468 -0.1 -0.1 -0.4 0.28
H 17.68367 -11.40039 -25.25417 0.0 0.6 -0.6 0.36
H 18.90879 -12.56714 -25.49975 0.1 -0.2 0.0 0.35
H 17.53931 -11.00262 -29.07365 0.5 0.3 -0.1 0.31
H 16.59968 -11.77120 -28.09600 -0.5 -0.1 0.3 0.28
N 24.10644 -15.48652 -23.40229 3.0 3.5 -2.4 -0.33
C 23.42779 -16.45829 -22.88033 1.7 -3.7 0.7 0.67
N 22.34035 -15.96663 -22.38165 -4.3 1.0 2.0 -0.35
O 23.77323 -17.62748 -22.77373 0.1 -0.3 -0.4 -0.67
H 24.97515 -15.55057 -23.91349 -0.4 -0.3 0.3 0.20
H 23.69315 -14.57303 -23.28044 0.8 0.0 -0.6 0.11
H 21.81160 -16.54158 -21.74139 0.0 0.4 -0.1 0.22
H 22.29386 -14.95778 -22.36847 -0.9 -0.5 0.6 0.15
N 10.34356 -11.45111 -28.53183 -3.8 -3.9 2.8 -0.40
C 10.90705 -10.70543 -29.41161 3.8 -0.8 -2.2 0.65
N 11.34284 -9.62491 -28.85180 0.7 4.9 2.0 -0.36
O 11.36250 -11.12172 -30.45020 -0.6 -0.5 -2.5 -0.66
H 10.01787 -12.34977 -28.85808 -0.1 0.2 0.3 0.22
H 9.95577 -11.05065 -27.68960 -0.2 -0.5 -0.3 0.18
H 12.05383 -9.03376 -29.25816 -0.3 -0.3 0.0 0.22
H 11.16409 -9.60994 -27.85785 0.6 0.9 -0.2 0.16
N 20.86005 -9.52585 -19.45243 -2.1 3.6 -1.5 -0.39
C 21.50144 -10.64830 -19.57025 0.6 -1.6 -1.6 0.70
N 21.72403 -11.06938 -18.37310 1.5 -2.4 4.9 -0.37
O 21.81034 -11.25608 -20.56562 0.3 -0.3 -1.7 -0.65
H 20.51647 -9.12533 -20.31361 -0.1 0.5 0.6 0.22
H 20.82905 -9.14269 -18.51844 -0.5 0.8 -1.0 0.16
H 22.33260 -11.85166 -18.17874 -0.3 0.2 0.0 0.20
H 21.27829 -10.52904 -17.64548 0.6 -1.0 0.4 0.13
N 13.21856 -7.18241 -22.46260 -2.3 1.3 6.7 -0.40
C 13.14126 -7.65650 -23.63733 -0.8 -0.6 -3.4 0.66
N 14.33445 -7.41085 -24.16786 2.4 -0.4 -3.2 -0.36
O 12.12788 -8.14459 -24.12917 0.7 -0.2 -0.3 -0.66
H 13.98703 -6.64002 -22.09472 -0.7 -0.3 0.1 0.16
H 12.35770 -7.32862 -21.95501 0.4 0.4 0.6 0.22
H 14.45554 -7.39931 -25.17052 0.2 -0.1 0.3 0.22
H 14.99846 -6.94626 -23.56508 0.1 -0.2 -0.9 0.16
```
Positions in Å, forces in eV/Å.

---

C4H7N3 in the gas phase. Source: OMol25; level of theory: ωB97M-V/def2-TZVPD.

**Relative energy (zero: lowest compared OMol25 entry of this formula, charge and spin)**: 98.5 kcal/mol
**Total energy**: -320.726366 a.u.
**Kohn-Sham gap**: 8.80 eV
**Maximum force**: 0.91 eV Å⁻¹
**Net charge**: 0
**E_LUMO**: 0.6 eV

Geometry as XYZ:
```
14
Properties=species:S:1:pos:R:3:forces:R:3:mulliken_charge:R:1
C -1.58458 0.97342 0.16792 0.0 0.1 0.0 -1.03
C -1.36048 -0.49699 0.51061 -0.4 -0.1 0.0 -0.30
C 0.82558 -1.23488 0.27514 -0.4 0.5 0.4 0.53
C 1.84712 -1.03991 -0.52192 0.0 0.0 0.1 -0.71
N 2.16260 0.43710 -0.53865 0.1 0.3 0.1 0.35
N 1.51967 1.31681 -0.02558 0.6 -0.2 -0.4 -0.70
N -0.02467 -0.80822 1.03883 0.5 -0.6 -0.5 -0.35
H -2.63889 1.08491 -0.11351 0.2 0.0 0.1 0.36
H -1.37166 1.63699 1.01014 0.0 -0.2 -0.1 0.30
H -0.96486 1.29288 -0.67411 -0.1 -0.1 0.2 0.28
H -2.05498 -0.81173 1.29032 -0.1 0.0 -0.1 0.30
H -1.53795 -1.09907 -0.38804 -0.1 0.0 0.2 0.31
H 2.44586 -1.71493 -1.11666 -0.1 0.1 0.2 0.41
H 3.06467 0.60730 -1.02747 -0.2 0.0 0.0 0.25
```
Positions in Å, forces in eV/Å.

---

A gas-phase ion, C9H13N4OS (charge +1) at a distorted geometry. Source: OMol25; level of theory: ωB97M-V/def2-TZVPD.

**Relative energy (zero: lowest compared OMol25 entry of this formula, charge and spin)**: 0.0 kcal/mol
**Total energy**: -1042.783136 a.u.
**Kohn-Sham gap (spin up / spin down)**: 8.50 / 6.58 eV
**Maximum force**: 4.12 eV Å⁻¹
**Net charge**: +1
**2S+1**: 3
**E_LUMO (spin up / spin down)**: -2.4 / -5.8 eV

Geometry as XYZ:
```
28
Properties=species:S:1:pos:R:3:forces:R:3:mulliken_spin:R:1
C 3.91345 -1.22750 0.51345 1.8 1.0 -1.8 -0.09
C 4.40898 -0.21194 -0.35587 1.9 0.2 -1.5 0.25
C 2.76364 -1.07189 1.18522 -1.0 -0.8 0.5 0.17
C 3.62162 0.91878 -0.61042 -1.4 -0.2 1.6 -0.02
C 1.85956 -0.01630 0.90635 3.1 -1.5 0.8 -0.09
C 2.42984 0.97229 0.08645 -1.8 0.6 -0.8 0.25
C -1.86970 0.85212 0.44906 1.5 0.5 -2.5 0.03
C -3.91569 -0.38346 0.58581 -1.0 -0.6 0.2 0.00
C -0.24411 0.64231 -1.45792 -2.2 2.7 0.2 0.00
N 0.68770 0.01842 1.44618 -1.6 1.0 1.2 0.65
N -2.66228 -0.01708 -0.10009 -2.4 -0.4 0.8 0.05
N -0.76754 1.24120 -0.24042 0.9 1.5 0.7 0.04
N -0.00049 2.09781 0.52220 -2.8 0.3 0.1 0.57
O -2.14696 1.41613 1.56378 -0.5 -0.3 0.5 0.01
S 1.49103 2.48086 0.23973 2.0 1.4 -0.9 0.22
H 4.44394 -2.14802 0.52013 0.6 -0.5 0.5 0.00
H 5.45669 -0.24014 -0.89260 -2.3 -0.4 1.2 0.00
H 2.41635 -1.85502 1.84033 0.0 -0.2 0.2 0.00
H 3.74554 1.82227 -1.18037 1.2 -0.1 -0.5 -0.01
H -3.65046 -0.29430 1.65723 -1.0 0.0 -0.6 0.00
H -4.93157 0.08139 0.27383 2.2 0.2 0.5 0.00
H -4.11462 -1.42919 0.35107 0.3 -0.1 0.2 0.00
H 0.50251 1.26778 -1.89769 0.1 0.9 -0.2 0.00
H 0.23494 -0.20403 -1.23328 1.4 -3.8 0.6 0.00
H -1.09798 0.57008 -2.09983 -0.1 -0.4 -0.8 0.00
H 0.61661 -0.20397 2.42588 0.3 -1.3 0.1 -0.02
H -2.46556 -0.47223 -0.95957 0.4 0.0 -0.5 0.00
H -1.34723 1.93581 1.76791 0.5 0.6 0.3 0.00
```
Positions in Å, forces in eV/Å.

---

C3H5BrN2S in the gas phase at a distorted geometry. Source: OMol25; level of theory: ωB97M-V/def2-TZVPD.

**SMILES**: BrCN1CC=NS1
**Relative energy (zero: lowest compared OMol25 entry of this formula, charge and spin)**: 0.0 kcal/mol
**Total energy**: -3198.952790 a.u.
**Kohn-Sham gap**: 9.13 eV
**Maximum force**: 5.56 eV Å⁻¹
**Net charge**: 0
**E_LUMO**: 0.8 eV

Geometry as XYZ:
```
12
Properties=species:S:1:pos:R:3:forces:R:3:mulliken_charge:R:1
Br -1.26134 1.34836 -1.30966 -0.4 0.8 -0.3 -0.10
C -0.39324 -0.33369 -1.56804 4.7 1.0 2.8 -0.50
N 0.12746 -0.95198 -0.30282 -0.7 0.7 -0.4 -0.31
C 0.93176 0.03048 0.51560 0.9 -3.0 0.5 -0.46
C 0.06474 0.60469 1.53977 -2.3 -1.3 -0.5 -0.05
N -0.99134 -0.11374 1.73826 0.1 2.8 1.9 -0.35
S -1.23963 -1.35436 0.75289 1.0 -0.8 -0.6 0.06
H 0.54070 -0.22907 -2.15063 -0.7 0.5 -0.1 0.37
H -1.02225 -0.93434 -2.05685 -2.5 -2.5 -1.6 0.40
H 1.22408 0.81655 -0.10372 1.3 1.0 -1.2 0.36
H 1.77985 -0.51701 1.11248 -1.1 0.9 -1.6 0.24
H 0.23922 1.63410 1.83273 -0.3 -0.3 1.0 0.34
```
Positions in Å, forces in eV/Å.

---

Which formula does entry 1 have?
C20H60N12O8